Formula: C19H25FN5O4
Source: the OMol25 dataset
Level of theory: ωB97M-V with the def2-TZVPD basis set

## Properties
charge	+1
ΔE to the lowest compared entry with this formula, charge and spin	12.0974	eV
maximum force	5.2	eV Å⁻¹
Kohn-Sham gap	7.03	eV
energy	-38450.708	eV
LUMO level	-4.6	eV

Each line ends with the Löwdin charge.
Element x y z (Å)
N1 4.96 0.27 4.75  0.21
C1 5.01 -0.17 3.46  -0.17
N2 5.81 0.65 2.47  0.06
C2 4.90 1.08 1.34  -0.19
C3 3.93 -0.10 0.73  -0.11
C4 3.44 -1.23 1.79  -0.28
C5 1.94 -1.08 2.39  -0.15
C6 1.17 0.33 2.14  -0.17
C7 1.65 1.57 3.15  -0.13
F1 2.06 1.05 4.48  -0.14
N3 4.38 -1.46 2.98  0.04
H1 4.92 1.27 5.07  0.16
H2 4.95 -0.47 5.51  0.17
H3 6.22 1.49 2.93  0.14
H4 5.62 1.41 0.45  0.15
H5 4.35 2.05 1.68  0.11
H6 3.08 0.44 0.12  0.12
H7 4.59 -0.67 -0.08  0.14
H8 3.46 -2.27 1.19  0.17
H9 1.94 -1.34 3.56  0.13
H10 1.26 -1.94 1.90  0.12
H11 1.11 0.67 1.00  0.12
H12 0.03 0.15 2.44  0.12
H13 0.66 2.20 3.33  0.14
H14 2.41 2.30 2.65  0.10
H15 5.16 -2.11 2.71  0.15
C8 -5.37 -0.21 1.29  -0.06
C9 -4.31 -0.41 2.17  -0.06
C10 -3.14 -1.03 1.72  -0.01
C11 -3.04 -1.43 0.39  -0.14
C12 -4.11 -1.23 -0.50  0.00
C13 -5.28 -0.62 -0.04  -0.05
N4 -1.80 -2.05 -0.10  -0.32
O1 -0.89 -2.23 0.72  0.03
O2 -1.74 -2.37 -1.29  0.07
H16 -6.28 0.28 1.64  0.11
H17 -4.40 -0.09 3.21  0.11
H18 -2.32 -1.18 2.42  0.11
H19 -4.05 -1.54 -1.54  0.11
H20 -6.11 -0.46 -0.72  0.12
C14 -0.74 1.22 -5.21  -0.08
C15 -1.34 0.70 -4.07  -0.07
C16 -2.70 0.36 -4.09  0.00
C17 -3.43 0.54 -5.27  -0.14
C18 -2.83 1.07 -6.41  0.01
C19 -1.47 1.41 -6.38  -0.06
N5 -4.85 0.16 -5.30  -0.32
O3 -5.36 -0.29 -4.26  0.05
O4 -5.46 0.30 -6.37  0.07
H21 0.32 1.48 -5.19  0.11
H22 -0.76 0.56 -3.16  0.10
H23 -3.16 -0.04 -3.19  0.10
H24 -3.39 1.22 -7.33  0.12
H25 -0.99 1.82 -7.26  0.11